[1]
Formula: C31H35N2S2
Source: the Open Molecules 2025 dataset
Level of theory: ωB97M-V/def2-TZVPD

```
70
Properties=species:S:1:pos:R:3:forces:R:3
C -4.122445 -3.547850 -0.956695 -0.2 -0.1 -0.3
C -2.903923 -2.995793 -0.269780 0.4 0.0 -0.1
C -1.886531 -3.869610 0.118189 -0.2 0.3 0.1
C -0.754207 -3.428792 0.803757 -0.4 0.4 -0.4
C 0.279637 -4.459998 1.132290 0.3 -0.5 -0.1
C -0.674920 -2.062891 1.142281 -0.2 -0.4 0.3
N 0.463342 -1.593456 1.855820 -0.2 0.3 -0.5
C 1.221712 -0.504402 1.488603 0.0 0.9 -0.6
C 1.075848 0.286965 0.381682 0.1 -0.6 0.2
N 2.134688 -0.305374 2.515086 0.0 0.2 -0.5
C 2.826963 0.933384 2.655659 0.0 0.5 -0.3
C 2.252624 1.931511 3.459445 0.4 0.3 -0.5
C 1.027439 1.695287 4.288330 -0.3 0.3 0.5
C 2.788171 3.224192 3.390917 0.0 -0.3 -0.1
C 3.834532 3.534012 2.519915 0.0 -0.3 0.2
C 4.280588 4.955794 2.336353 0.2 0.3 0.1
C 4.439663 2.498826 1.804697 -0.4 0.1 0.0
C 3.928262 1.200292 1.826872 -0.2 0.2 0.5
C 4.538470 0.155877 0.946278 0.5 -0.1 -0.3
C 1.928939 -1.260483 3.484172 -0.4 -1.0 0.5
C 0.923103 -2.061310 3.071343 0.5 0.0 1.0
C -1.742924 -1.184750 0.873729 0.2 -0.3 -0.3
C -1.872389 0.170624 1.511472 -0.3 0.5 -0.3
C -2.773212 -1.638373 0.039086 0.0 -0.3 0.3
H -4.833794 -2.752255 -1.208262 0.1 -0.2 0.0
H -3.850636 -4.087728 -1.876341 -0.1 0.2 0.2
H -4.644880 -4.271715 -0.311121 0.2 0.3 -0.2
H -1.975945 -4.930656 -0.126234 0.0 0.2 0.1
H 1.225670 -4.056474 1.496223 -0.2 0.0 -0.1
H -0.106884 -5.171031 1.879213 0.1 0.3 -0.1
H 0.478466 -5.062576 0.233473 0.1 0.2 0.3
H 1.696131 1.173786 0.325289 -0.2 -0.1 -0.3
H 0.335696 -0.020512 -0.359317 0.3 0.4 0.2
H 0.956963 2.527333 5.001626 -0.1 -0.3 -0.1
H 0.100567 1.717526 3.689339 0.4 -0.2 0.1
H 1.054910 0.766899 4.871883 0.0 0.2 -0.3
H 2.355744 4.010136 4.015271 0.0 -0.2 -0.2
H 5.102975 5.008163 1.617191 -0.1 0.1 0.1
H 3.459792 5.582409 1.962979 0.2 -0.2 0.1
H 4.620702 5.406359 3.276269 0.0 -0.1 -0.1
H 5.300910 2.719819 1.173941 -0.2 0.0 0.1
H 5.356519 0.626723 0.387374 -0.1 -0.2 0.1
H 4.965482 -0.677841 1.518656 -0.2 0.1 -0.1
H 3.831752 -0.243752 0.210093 0.0 0.0 0.3
H 2.534720 -1.309187 4.376210 -0.1 0.0 -0.1
H 0.464877 -2.912180 3.538488 0.1 0.0 0.1
H -2.808614 0.617763 1.146706 0.2 -0.1 0.2
H -1.945247 0.119249 2.612451 0.2 -0.1 -0.4
H -1.063897 0.860519 1.237491 0.0 -0.2 0.2
H -3.522960 -0.925950 -0.311959 0.0 -0.2 0.3
C -5.062159 0.577726 -5.323182 0.4 -0.1 0.3
C -4.281078 -0.582677 -5.231425 0.2 0.0 0.1
C -3.125302 -0.596757 -4.457754 -0.3 -0.3 0.0
C -2.715529 0.561673 -3.759605 -0.6 -0.4 1.1
C -1.523742 0.529871 -2.935297 1.0 0.2 -1.9
S -0.763097 1.966929 -2.387318 0.2 0.6 -0.3
C 0.837640 1.635935 -3.258190 -0.2 0.3 0.2
C 1.029418 0.137511 -3.495810 0.2 -0.7 0.4
S -0.452908 -0.825276 -2.921389 0.1 0.0 -0.6
C -3.497645 1.733104 -3.874538 -0.4 0.1 0.0
C -4.656728 1.734764 -4.644358 0.1 0.0 0.1
H -5.982854 0.569704 -5.910132 0.3 0.1 0.2
H -4.582406 -1.486306 -5.760716 0.1 0.3 0.1
H -2.530631 -1.508836 -4.365132 -0.2 0.3 -0.2
H 0.770907 2.141871 -4.232990 -0.1 0.0 0.5
H 1.636102 2.102362 -2.663991 -0.3 -0.3 -0.1
H 1.160748 -0.080334 -4.571822 -0.2 0.1 0.6
H 1.896659 -0.263569 -2.956041 -0.3 0.1 0.0
H -3.197004 2.627258 -3.329753 -0.1 -0.2 -0.2
H -5.262838 2.636536 -4.716992 0.2 -0.2 0.1
```
Positions in Å, forces in eV/Å.

Results
Net charge: +1
Energy relative to the best compared isomer or geometry (same formula, charge and spin): 0.0 kJ/mol
Maximum force: 2.2 eV Å⁻¹
E: -2107.87376 Eh
E_HOMO: -0.317 Ha
Gap between HOMO and LUMO: 2.857 eV

***

[2]
Formula: C31H35N9O4Sr
Source: the Open Molecules 2025 dataset
Level of theory: ωB97M-V/def2-TZVPD

```
80
Properties=species:S:1:pos:R:3:forces:R:3
Sr -0.122325 -0.237174 -0.451268 1.4 1.3 -0.1
N -1.508353 -0.175120 -2.636029 0.0 0.2 -0.6
C -2.821616 -0.757491 -2.346010 -0.4 -0.3 0.0
C -2.667596 -1.967737 -1.433885 -0.4 0.2 -0.4
N -2.113962 -1.617388 -0.123434 -0.8 -0.6 0.0
C -1.620952 -2.828193 0.531906 0.2 -0.4 0.5
C -0.793938 -2.547625 1.787756 -0.3 -0.5 0.0
N 0.246697 -1.536251 1.575941 0.3 -0.8 0.9
C -3.106002 -0.919884 0.706512 -0.1 0.4 0.3
C -2.539213 0.302509 1.431432 -0.4 -0.3 0.2
N -1.901993 1.235667 0.493035 -0.7 0.8 0.1
H -1.032705 -0.783516 -3.299803 0.0 0.1 0.0
H -1.639583 0.703843 -3.133398 0.1 -0.1 0.0
H -3.442356 0.007608 -1.877452 0.0 0.0 0.0
H -3.342139 -1.076633 -3.255898 0.0 0.1 0.1
H -3.636623 -2.473970 -1.339782 0.1 -0.1 0.0
H -1.982698 -2.665360 -1.922820 0.0 -0.1 0.0
H -2.452705 -3.492092 0.812005 0.1 0.0 -0.1
H -0.999602 -3.375553 -0.179359 -0.1 0.0 -0.1
H -1.466939 -2.212860 2.576042 0.1 0.0 0.1
H -0.366458 -3.503802 2.110950 -0.2 0.1 0.1
H 0.267149 -0.915197 2.396270 0.0 0.0 -0.2
H 1.159721 -1.984663 1.562487 0.0 0.0 0.0
H -3.933915 -0.585601 0.077417 0.0 -0.1 0.0
H -3.537420 -1.597806 1.451640 0.0 0.0 -0.1
H -3.367194 0.777356 1.975532 0.2 -0.1 0.0
H -1.780669 0.012277 2.158073 -0.1 0.0 0.0
H -2.620167 1.638218 -0.110265 0.2 0.0 0.1
H -1.533247 2.012709 1.039011 0.0 0.0 -0.1
O 2.344109 5.465821 4.868915 0.1 0.4 -0.2
N 2.106144 4.660550 5.741351 0.0 -0.1 0.1
O 2.265308 4.821165 6.922605 0.1 0.2 0.4
C 1.526456 3.394613 5.313771 -0.8 -0.9 0.4
C 0.614321 2.817462 6.135752 0.5 0.5 -0.2
C -0.076659 1.645965 5.727243 -0.1 -0.4 -0.5
C -1.007833 1.011440 6.568191 0.0 -0.2 -0.2
C -1.668226 -0.104008 6.113675 0.1 0.2 0.1
C -1.380388 -0.559187 4.825705 0.0 0.0 0.1
N -0.506106 0.003367 4.015892 0.0 -0.1 0.0
C 0.155286 1.092982 4.444582 -0.2 0.1 0.7
C 1.167466 1.677838 3.596817 0.3 0.6 0.2
N 1.428682 1.095602 2.412853 -0.1 -0.2 -0.2
C 2.436588 1.548100 1.696572 -0.1 0.0 0.1
C 3.239126 2.618783 2.087997 0.0 0.2 0.2
C 2.954108 3.269822 3.264136 0.1 -0.2 -0.4
C 1.886086 2.812729 4.054491 -0.1 -0.2 -0.3
H 0.394453 3.256064 7.101267 0.1 0.1 -0.1
H -1.186138 1.407105 7.555499 -0.1 0.1 0.1
H -2.391706 -0.622937 6.721687 0.0 0.0 0.1
H -1.893122 -1.436946 4.452344 0.0 0.0 0.0
H 2.642677 1.014379 0.775120 0.1 0.1 -0.1
H 4.070799 2.928831 1.481102 0.2 0.0 -0.2
H 3.548433 4.113766 3.576799 0.0 0.0 0.0
O 2.756323 7.243407 -0.853102 -0.1 0.6 0.3
C 3.180901 6.434847 -1.823292 0.0 -0.5 -0.2
O 3.862650 6.824722 -2.724121 0.0 0.1 0.2
C 2.761287 4.985956 -1.753559 -0.1 -0.1 0.0
C 1.550322 4.552632 -1.214248 0.2 0.2 -0.1
C 1.203586 3.215035 -1.270589 0.1 -0.5 -0.1
C 2.055196 2.282055 -1.872330 0.4 1.2 -0.1
C 3.281109 2.723718 -2.395146 -0.3 -0.2 0.2
C 3.618351 4.058526 -2.343742 -0.1 0.2 0.0
N 1.673168 0.940854 -1.905206 0.1 -1.0 -0.4
C 2.102606 0.178860 -2.838935 0.2 0.9 0.0
C 1.908830 -1.260196 -2.870514 0.1 -0.9 -0.5
C 2.407452 -1.986738 -3.957993 -0.2 0.3 0.3
C 2.304512 -3.368476 -3.961121 -0.1 0.0 0.3
C 1.742100 -3.983055 -2.852735 0.1 0.1 -0.2
C 1.279098 -3.183850 -1.814325 0.0 -0.4 -0.1
N 1.324237 -1.860301 -1.821585 0.3 -0.1 -0.1
H 2.275798 6.811623 -0.135755 0.1 -0.2 -0.2
H 0.852009 5.262194 -0.789915 0.0 0.0 0.0
H 0.244255 2.879777 -0.885499 0.0 0.1 0.0
H 3.980779 2.021845 -2.825826 0.0 -0.1 0.0
H 4.541724 4.412437 -2.778197 0.1 0.0 0.0
H 2.694542 0.571485 -3.669095 -0.1 0.1 0.0
H 2.877683 -1.470101 -4.780879 0.0 0.1 -0.1
H 2.674601 -3.948497 -4.792401 0.0 0.0 -0.1
H 1.665887 -5.056396 -2.786520 0.0 -0.1 0.0
H 0.867271 -3.644689 -0.925778 0.0 -0.1 0.0
```
Positions in Å, forces in eV/Å.

Results
Net charge: +2
Energy relative to the best compared isomer or geometry (same formula, charge and spin): 138.6 kJ/mol
Maximum force: 1.9 eV Å⁻¹
E: -2026.36044 Eh
E_HOMO: -0.511 Ha
Gap between HOMO and LUMO: 7.523 eV

***

[3]
Formula: C31H36BMoN8OS2
Source: the Open Molecules 2025 dataset
Level of theory: ωB97M-V/def2-TZVPD

```
80
Properties=species:S:1:pos:R:3:forces:R:3
Mo 0.553213 0.373625 -0.084524 -0.6 0.4 -0.3
C -0.245761 3.185533 -2.439025 0.0 0.0 0.1
C 0.664482 3.401444 -1.275941 -0.1 0.2 -0.2
C 1.342801 4.570084 -0.984003 0.0 -0.1 -0.1
C 2.193788 4.282424 0.074151 0.1 0.1 0.0
C 3.174674 5.168011 0.757861 -0.1 0.0 0.0
N 2.017175 2.995292 0.407345 0.1 -0.2 0.2
N 1.048542 2.442204 -0.393178 0.0 -0.1 0.1
B 2.972521 2.055525 1.161176 0.1 0.1 0.1
N 2.121047 1.286504 2.214875 0.2 0.2 -0.4
N 0.923151 0.728954 1.840685 -0.3 -0.1 -0.3
C 0.296693 0.274312 2.966393 -0.2 -0.2 0.3
C -1.002689 -0.444905 2.924191 0.0 0.0 0.0
C 1.092419 0.570361 4.043095 -0.1 0.0 -0.1
C 2.233128 1.214889 3.539142 0.1 0.0 0.1
C 3.394759 1.762661 4.288109 0.0 0.0 0.0
N 3.486817 1.064663 0.097271 0.0 0.4 0.1
N 2.575458 0.470271 -0.720763 -0.4 -0.1 0.0
C 3.231692 -0.202721 -1.673902 0.2 -0.3 -0.2
C 2.509974 -0.960541 -2.735630 0.0 0.0 0.0
C 4.595946 -0.025733 -1.472592 -0.2 -0.1 -0.2
C 4.723485 0.778619 -0.348649 0.0 0.1 0.2
C 5.956761 1.295042 0.307708 0.0 0.0 0.0
H 0.238519 3.578732 -3.332826 0.0 0.0 0.0
H -0.470686 2.135909 -2.620498 0.0 0.0 0.0
H -1.185468 3.723921 -2.311047 0.0 0.0 0.0
H 1.254404 5.511523 -1.499352 0.0 0.0 0.0
H 3.002275 6.200471 0.465227 0.0 0.0 0.0
H 3.087560 5.093109 1.840675 0.0 0.0 0.0
H 4.195961 4.903548 0.480426 0.0 0.0 0.0
H 3.861382 2.637705 1.686061 0.0 0.0 0.0
H -1.765613 0.149647 2.419094 0.0 0.0 0.0
H -0.903362 -1.399720 2.400964 0.0 0.0 0.0
H -1.337651 -0.648012 3.938392 0.0 0.0 0.0
H 0.885178 0.355071 5.077645 0.0 0.0 0.0
H 3.380393 1.395544 5.311081 0.0 0.0 0.0
H 4.337153 1.478413 3.823767 0.0 0.0 0.0
H 3.347890 2.852462 4.317811 0.0 0.0 0.0
H 1.423819 -0.919246 -2.602182 -0.1 0.0 0.0
H 2.730637 -0.547012 -3.719570 0.0 0.0 0.0
H 2.809599 -2.008455 -2.742807 0.0 0.0 0.0
H 5.397983 -0.413825 -2.077333 0.0 0.0 0.0
H 6.833499 0.854372 -0.159552 0.0 0.0 0.0
H 6.028140 2.378524 0.208716 0.0 0.0 0.0
H 5.973365 1.050491 1.369317 0.0 0.0 0.0
C -2.493553 -3.167297 -1.139052 0.1 0.1 0.0
C -1.224604 -2.434983 -0.809856 0.3 -0.8 -0.1
N -1.221148 -1.112328 -0.756454 -0.4 1.2 0.3
N -2.464321 -0.584501 -1.115130 1.5 -0.4 0.1
C -2.654015 0.622844 -0.778081 -1.2 0.8 -0.2
S -1.429996 1.631014 -0.016988 0.7 -0.6 0.0
S -4.102336 1.530743 -1.139316 0.4 -0.3 0.2
C -5.089189 0.346643 -2.087593 0.1 -0.1 -0.6
C -6.017287 -0.545630 -1.334791 -1.0 -1.0 1.3
C -5.852391 -0.857285 0.053940 0.4 1.0 -2.4
C -6.735948 -1.683071 0.676113 -1.9 -1.2 -0.4
C -7.819596 -2.231401 -0.058690 0.6 0.5 -0.5
C -7.994416 -1.932073 -1.442213 -0.4 -0.9 2.1
C -7.116024 -1.103227 -2.062340 1.9 1.2 0.4
C -0.057400 -3.257881 -0.511983 -0.3 -0.1 -0.1
C -0.047476 -4.657525 -0.658949 -0.1 0.1 0.0
C 1.075115 -5.392168 -0.334839 -0.1 0.0 0.0
C 2.222976 -4.767569 0.148517 0.2 0.2 0.1
C 2.253987 -3.394091 0.307088 0.2 -0.2 0.1
C 1.117462 -2.675969 -0.024762 -0.1 0.5 -0.1
O 1.114689 -1.348153 0.123340 0.2 -0.8 0.4
H -3.149890 -2.576754 -1.763167 -0.1 0.0 0.0
H -3.013501 -3.377853 -0.199618 -0.1 0.0 0.0
H -2.294025 -4.113274 -1.625420 0.0 0.0 0.0
H -4.410771 -0.242105 -2.714981 0.1 0.2 0.1
H -5.677422 0.969389 -2.767811 0.2 0.2 0.1
H -5.039609 -0.408810 0.604485 0.1 0.1 0.1
H -6.633448 -1.912810 1.727491 0.0 0.0 0.0
H -8.531558 -2.877870 0.440073 0.1 0.0 0.0
H -8.830778 -2.355045 -1.982078 0.0 0.0 0.0
H -7.244393 -0.851641 -3.107365 0.0 0.0 0.0
H -0.906147 -5.189988 -1.033351 0.0 0.0 0.0
H 1.060787 -6.465727 -0.460039 0.0 0.0 0.0
H 3.094461 -5.358346 0.396787 0.0 0.0 0.0
H 3.126732 -2.874910 0.679226 0.0 0.0 0.0
```
Positions in Å, forces in eV/Å.

Results
Net charge: +3
Maximum force: 2.7 eV Å⁻¹
E: -2604.68746 Eh
E_HOMO (alpha / beta): -0.548 / -0.548 Ha
Gap between HOMO and LUMO (alpha / beta): 2.515 / 2.546 eV

***

Q: Among the records above, which one has the lowest maximum force?
A: C31H35N9O4Sr